19
Properties=species:S:1:pos:R:3 method="wB97M-V/def2-TZVPD" homo_energy_ev=-10.433 relative_energy_kcal_mol=101.9 smiles="CC(C)([N+](=O)[O-])C(O)(O)O" gap_ev=11.0
C 0.20070 1.49779 0.83765
C -0.11712 0.02243 0.30909
C -1.33707 -0.54830 1.09948
N 1.28696 -0.94690 0.88713
O 1.64952 -0.56462 1.95487
O 1.80386 -1.78769 0.19970
C -0.05045 -0.20311 -1.22577
O 1.15234 0.31961 -1.63654
O -1.08109 0.64583 -1.77483
O -0.10256 -1.49096 -1.77457
H 0.83384 1.28393 1.68537
H -0.85162 1.97396 1.15063
H 0.78380 2.07753 0.13943
H -1.48969 -1.65291 0.98161
H -2.16314 0.07215 1.02652
H -1.15619 -0.59426 2.16115
H 1.07325 1.26532 -1.28411
H -1.18988 0.39295 -2.69961
H 0.75457 -1.76273 -2.03721